No. 1
{"formula": "C3H34NO12", "method": "wB97M-V/def2-TZVPD", "orbital_gap_ev": [2.152, 10.223], "s_squared": 0.75, "multiplicity": 2, "homo_energy_ev": [-2.378, -10.551], "species": ["C", "C", "N", "C", "H", "H", "H", "H", "H", "H", "H", "H", "H", "H", "H", "H", "O", "H", "H", "O", "H", "H", "O", "H", "H", "O", "H", "H", "O", "H", "H", "O", "H", "H", "O", "H", "H", "O", "H", "H", "O", "H", "H", "O", "H", "H", "O", "H", "H", "O"], "positions_angstrom": [[-3.861, 0.144, -1.619], [-2.868, -0.665, -0.707], [-1.542, 0.018, -0.753], [-0.465, -0.837, -0.144], [-4.762, -0.502, -1.677], [-4.005, 1.174, -1.247], [-3.415, 0.380, -2.608], [-3.340, -0.443, 0.260], [-2.792, -1.740, -0.810], [-1.558, 0.872, -0.217], [-1.461, 0.284, -1.735], [0.333, -0.245, 0.281], [0.028, -1.509, -0.884], [-0.898, -1.446, 0.645], [0.869, 2.089, -1.621], [0.106, 3.506, -1.402], [0.043, 2.553, -1.429], [-1.725, 2.689, -1.412], [-2.010, 2.416, -2.970], [-2.329, 2.354, -2.072], [2.213, -0.096, -1.347], [2.589, 0.852, -0.327], [1.875, 0.765, -0.992], [1.312, -4.831, 1.114], [1.214, -3.938, -0.124], [1.429, -3.921, 0.820], [-1.599, -1.165, 3.738], [-0.824, -1.735, 2.590], [-1.736, -1.465, 2.826], [2.939, -2.460, -1.861], [3.283, -1.099, -2.562], [2.900, -1.493, -1.764], [-1.436, 1.853, 2.484], [-2.537, 1.127, 2.016], [-1.961, 1.832, 1.664], [0.344, 4.490, 1.189], [-0.494, 3.224, 0.823], [0.342, 3.682, 0.664], [4.492, -0.352, 0.603], [3.106, -0.045, 1.442], [3.799, 0.262, 0.852], [3.311, 1.779, 3.256], [2.037, 2.260, 3.399], [2.527, 1.489, 3.755], [1.163, -2.968, -3.391], [-0.216, -2.210, -3.693], [0.586, -2.227, -3.150], [1.548, -1.012, 3.238], [2.150, -2.020, 2.289], [1.296, -1.668, 2.572]]}

***

No. 2
{"formula": "C59H45Cl3IN2O5P2RhS", "method": "wB97M-V/def2-TZVPD", "charge": 2, "orbital_gap_ev": [7.100, 5.819], "s_squared": 6.06, "multiplicity": 5, "homo_energy_ev": [-11.649, -12.108], "species": ["Rh", "O", "S", "C", "C", "C", "C", "C", "C", "C", "C", "C", "C", "P", "C", "C", "C", "C", "C", "C", "C", "C", "C", "C", "C", "C", "C", "C", "C", "C", "C", "C", "C", "C", "C", "C", "C", "C", "P", "C", "C", "C", "C", "C", "C", "C", "C", "C", "C", "C", "C", "C", "C", "H", "H", "H", "H", "H", "H", "H", "H", "H", "H", "H", "H", "H", "H", "H", "H", "H", "H", "H", "H", "H", "H", "H", "H", "H", "H", "H", "H", "H", "H", "H", "H", "H", "H", "H", "H", "N", "C", "C", "O", "O", "H", "H", "H", "H", "H", "Cl", "C", "Cl", "Cl", "C", "N", "I", "C", "C", "C", "C", "C", "C", "C", "O", "O", "H", "H", "H", "H"], "positions_angstrom": [[-1.128, 1.686, 0.009], [1.954, 2.704, 0.838], [1.306, 1.818, -0.170], [1.743, 2.115, -1.797], [2.859, 2.895, -1.876], [3.570, 3.106, -3.053], [3.158, 2.414, -4.182], [3.840, 2.209, -5.501], [2.860, 1.250, -6.304], [1.649, 1.149, -5.429], [0.443, 0.493, -5.567], [-0.273, 0.343, -4.391], [-0.034, 0.822, -3.097], [-1.015, 0.125, -1.795], [-2.704, 0.228, -2.567], [-3.638, -0.780, -2.693], [-4.901, -0.506, -3.123], [-5.294, 0.731, -3.485], [-4.382, 1.792, -3.329], [-3.086, 1.530, -2.880], [-0.657, -1.662, -1.636], [-1.334, -2.430, -0.722], [-1.212, -3.901, -0.807], [-0.430, -4.419, -1.957], [0.215, -3.612, -2.819], [0.236, -2.222, -2.573], [1.182, 1.565, -2.979], [1.925, 1.705, -4.166], [2.042, 0.246, 0.220], [2.751, -0.429, -0.695], [3.587, -1.524, -0.416], [3.681, -2.008, 0.821], [4.524, -3.070, 1.496], [4.191, -2.901, 3.004], [3.047, -1.903, 3.060], [2.263, -1.494, 4.089], [1.228, -0.574, 3.809], [1.110, 0.089, 2.629], [-0.271, 1.275, 2.426], [0.004, 2.748, 3.487], [-0.996, 3.775, 3.340], [-0.804, 4.973, 3.991], [0.320, 5.200, 4.775], [1.333, 4.214, 4.867], [1.112, 2.945, 4.289], [-1.729, 0.397, 2.986], [-1.942, -0.853, 2.426], [-2.962, -1.668, 2.838], [-3.873, -1.128, 3.741], [-3.635, 0.139, 4.249], [-2.516, 0.864, 3.988], [1.973, -0.265, 1.531], [2.948, -1.308, 1.772], [3.171, 3.453, -1.043], [4.482, 3.698, -3.010], [4.804, 1.724, -5.413], [4.000, 3.104, -6.045], [3.228, 0.228, -6.460], [2.658, 1.754, -7.282], [0.155, 0.173, -6.580], [-1.262, -0.124, -4.493], [-3.486, -1.815, -2.465], [-5.515, -1.402, -3.350], [-6.260, 0.906, -4.049], [-4.628, 2.759, -3.676], [-2.557, 2.420, -2.687], [-2.070, -1.950, -0.091], [-2.200, -4.332, -0.984], [-0.436, -5.490, -2.113], [0.771, -4.009, -3.644], [0.857, -1.648, -3.291], [2.712, -0.017, -1.689], [4.176, -1.972, -1.211], [5.591, -2.961, 1.258], [4.209, -4.042, 1.149], [4.995, -2.611, 3.648], [3.847, -3.844, 3.447], [2.375, -2.000, 5.074], [0.542, -0.273, 4.573], [-1.845, 3.594, 2.682], [-1.534, 5.737, 4.044], [0.565, 6.185, 5.247], [2.208, 4.407, 5.489], [1.833, 2.130, 4.401], [-1.279, -1.240, 1.653], [-3.136, -2.682, 2.382], [-4.767, -1.622, 4.025], [-4.350, 0.381, 5.005], [-2.148, 1.792, 4.459], [-1.076, 7.191, 0.408], [-0.270, 6.036, -0.058], [-1.184, 4.801, -0.158], [-2.390, 4.919, 0.330], [-0.773, 3.738, -0.619], [-0.939, 7.941, -0.267], [-0.668, 7.448, 1.270], [-2.478, 5.867, 0.505], [0.517, 5.747, 0.612], [0.129, 6.218, -1.058], [-6.347, 1.880, 1.770], [-6.007, 2.764, 0.240], [-5.952, 4.496, 0.485], [-7.143, 2.477, -0.964], [-4.662, 2.279, -0.027], [-3.557, 1.961, -0.044], [3.121, -10.205, 1.881], [2.165, -8.359, 1.561], [1.001, -8.375, 0.817], [0.371, -7.111, 0.679], [0.896, -5.948, 1.279], [2.030, -6.079, 2.029], [2.665, -7.272, 2.222], [0.457, -4.624, 0.768], [-0.874, -4.641, 0.364], [1.098, -3.618, 0.552], [0.489, -9.258, 0.370], [-0.597, -7.000, 0.192], [2.429, -5.195, 2.506], [3.606, -7.385, 2.726]]}

***

What are the relative energy (zero: lowest compared OMol25 entry of this formula, charge and spin) values for these records? In order: 2.730, 0.000 eV.